# 1
{"formula": "C7H13N2O2S", "method": "ωB97M-V/def2-TZVPD", "symbols": ["C", "C", "C", "C", "C", "C", "C", "N", "N", "O", "O", "S", "H", "H", "H", "H", "H", "H", "H", "H", "H", "H", "H", "H", "H"], "coordinates": [[0.782, 0.750, -0.872], [0.282, 0.407, 0.308], [-1.243, 0.282, 0.666], [2.865, -0.057, -0.127], [3.506, -1.436, 0.023], [-4.286, -0.554, -0.305], [-3.462, 0.787, -0.285], [2.085, 0.305, -1.128], [1.184, -0.169, 1.177], [-1.603, -0.373, 1.603], [-1.958, 0.763, -0.311], [3.727, 1.277, 0.588], [0.343, 1.265, -1.694], [4.117, -1.687, -0.947], [2.751, -2.127, 0.337], [4.319, -1.444, 0.822], [-4.868, -0.459, 0.701], [-5.139, -0.340, -0.988], [-3.627, -1.431, -0.337], [-3.740, 1.330, 0.605], [-3.608, 1.367, -1.238], [2.006, -0.336, -1.920], [1.674, 0.497, 1.861], [0.794, -0.917, 1.645], [3.097, 2.301, -0.184]], "atomic_forces_ev_per_a": [[0.2, 0.7, 0.1], [-2.1, 0.5, 0.3], [1.3, -0.7, -0.8], [1.5, -0.4, 1.6], [2.6, 1.0, -0.8], [-0.8, 2.4, 2.4], [0.4, 0.0, -1.2], [-1.0, -1.0, -2.6], [2.6, 2.6, 0.8], [0.1, 0.3, 0.3], [-1.0, 0.2, -0.4], [-0.6, 1.2, -0.3], [-0.8, 0.0, -0.2], [-1.6, 0.2, 1.6], [-0.3, -0.7, -0.5], [-1.2, 0.3, -0.9], [1.3, -1.0, -1.4], [1.1, -1.1, -0.3], [-0.9, 0.1, -0.4], [0.1, 0.5, 0.0], [-0.2, -0.4, 1.2], [0.5, -0.1, 0.2], [-1.2, -1.2, -1.2], [-1.0, -2.0, 1.6], [0.8, -1.3, 1.0]], "charge": 1, "orbital_gap_ev": 9.3581, "energy_ev": -25371.39414, "relative_energy_kj_mol": 218.57}

---

# 2
{"formula": "C7H13NOOsP", "method": "ωB97M-V/def2-TZVPD", "symbols": ["C", "C", "C", "C", "C", "Os", "P", "H", "H", "H", "H", "H", "H", "H", "H", "C", "C", "N", "O", "H", "H", "H", "H", "H"], "coordinates": [[-0.231, -0.032, -1.475], [-1.002, -1.195, -2.099], [-0.472, -2.456, -1.651], [0.597, -2.202, -0.768], [0.791, -0.748, -0.594], [-0.092, 0.766, 0.409], [-0.446, 2.896, 0.300], [0.153, 0.704, -2.201], [-1.904, -0.984, -2.692], [-0.888, -3.441, -1.880], [1.828, -0.345, -0.529], [1.136, -2.886, -0.125], [-1.487, 3.493, 1.097], [-0.693, 3.446, -0.985], [0.694, 3.654, 0.734], [-0.315, -0.515, 4.006], [-0.185, -0.915, 2.572], [-1.080, -1.804, 2.109], [0.719, -0.409, 1.831], [-0.603, -1.373, 4.620], [-1.089, 0.260, 4.054], [0.624, -0.081, 4.350], [-1.090, -2.109, 1.134], [-1.802, -2.155, 2.726]], "atomic_forces_ev_per_a": [[1.3, -2.5, -2.0], [0.4, 0.1, 1.3], [-0.3, 1.7, 0.2], [-0.8, 1.1, 0.4], [0.3, -0.5, -3.5], [-0.2, -2.2, 1.1], [-0.6, 4.0, 0.0], [-0.5, -0.1, 0.2], [0.6, -0.5, 0.2], [0.2, 0.5, 0.0], [-0.4, -0.3, 0.0], [0.0, -0.3, -0.4], [0.5, 0.0, -0.5], [0.0, 0.1, 0.4], [-0.7, -0.1, -0.3], [0.2, -0.1, 0.0], [-0.3, -0.6, -0.1], [0.4, 0.4, 0.0], [-0.5, -0.9, 2.6], [0.0, 0.3, 0.0], [0.0, -0.1, 0.1], [-0.1, -0.1, 0.0], [0.1, 0.2, 0.3], [0.2, 0.0, -0.1]], "charge": 1, "orbital_gap_ev": [7.9415, 6.8263], "energy_ev": -22751.39502, "relative_energy_kj_mol": 96.55, "spin_multiplicity": 5}

---

# 3
{"formula": "C4HCl4NO3", "method": "ωB97M-V/def2-TZVPD", "symbols": ["C", "C", "C", "C", "N", "O", "O", "O", "Cl", "Cl", "Cl", "Cl", "H"], "coordinates": [[1.457, 1.338, 0.802], [2.661, 0.885, 0.262], [-0.460, 1.049, -1.088], [2.899, -0.409, -0.027], [0.782, 2.097, 1.381], [-0.083, 2.706, 1.894], [0.449, 0.759, -1.793], [-1.063, 0.272, -0.213], [3.866, 2.092, -0.056], [-1.236, 2.598, -1.133], [4.362, -0.978, -0.686], [1.705, -1.590, 0.295], [-0.640, -0.606, -0.159]], "atomic_forces_ev_per_a": [[4.4, -1.9, -1.8], [-3.0, 7.1, 2.4], [-0.1, -0.3, -0.8], [1.4, -6.6, -1.7], [-0.7, 0.2, 0.7], [-1.2, 1.2, 0.8], [0.1, 0.0, -0.2], [-0.6, -0.3, 0.7], [-0.3, -0.4, 0.0], [-0.1, 0.2, 0.0], [-0.4, 0.2, 0.2], [0.3, 0.2, 0.0], [0.2, 0.4, -0.3]], "charge": 0, "orbital_gap_ev": [6.7419, 7.0642], "energy_ev": -61880.25139, "spin_multiplicity": 3}